*1*
The following is a DFT calculation (the ωB97M-V functional and the def2-TZVPD basis) of the molecule C9H11PS.

- Highest occupied orbital energy: -8.334 eV
- SMILES: C=CP(C)C1=CC=C[C@H]2S[C@@H]12

Geometry as ORCA input:
```
! wB97M-V def2-TZVPD RIJCOSX def2/J DEFGRID3
* xyz 0 1
C 0.6153 2.9543 1.2106
C 0.7889 2.4807 -0.1503
C 0.1816 2.1235 2.1805
C 0.5502 1.0072 -0.4072
C -0.2644 0.7436 1.8450
C -0.0157 0.2046 0.6194
C 0.3227 -3.4084 -0.8173
C 0.4015 -2.3734 0.0584
C -1.5986 -1.1584 -1.5198
P -1.0961 -1.2969 0.2993
S 2.3356 1.6352 -0.5549
H 0.8621 3.9744 1.2978
H 0.5239 3.0964 -0.9744
H -0.1587 2.4907 3.1155
H 0.2276 0.7503 -1.3238
H -0.8646 0.2298 2.5385
H 1.2537 -3.8646 -1.1790
H -0.5569 -3.9761 -1.1473
H 1.5221 -2.1504 0.2818
H -1.7300 -0.1593 -1.7746
H -0.7162 -1.5637 -1.9832
H -2.5839 -1.7395 -1.6151
*
```

Atomic partial charges in e from the Mulliken method, atoms 1 to 6: -0.66, -0.36, -0.61, -0.30, -0.27, 0.11

*2*
The following is a DFT calculation (the ωB97M-V functional and the def2-TZVPD basis) of a structure of composition C9H11PS.

- Highest occupied orbital energy: -8.417 eV

Geometry as ORCA input:
```
! wB97M-V def2-TZVPD RIJCOSX def2/J DEFGRID3
* xyz 0 1
C -2.8787 -0.4521 0.8957
C -1.9247 -1.4022 1.1575
C -2.4266 0.8976 0.9823
C -0.5762 -1.0832 1.2863
C -1.1471 1.2571 1.2906
C -0.1299 0.2570 1.3582
C 1.2594 0.1590 -1.6115
C 1.6586 1.2635 -0.5880
C 2.2661 -0.9427 -1.5705
P 1.6276 0.8412 1.2290
S 2.5182 -1.5945 0.0631
H -3.8747 -0.8239 0.7379
H -2.3354 -2.4061 1.2007
H -3.1342 1.7293 0.8278
H 0.1194 -1.8241 1.1240
H -0.9338 2.2625 1.4210
H 0.2226 -0.1351 -1.2731
H 1.1423 0.5505 -2.6933
H 2.6756 1.6116 -0.6709
H 0.8789 1.9591 -0.8512
H 1.7278 -1.5395 -2.3450
H 3.2648 -0.5849 -1.9704
*
```

Atomic partial charges in e from the Mulliken method, atoms 1 to 6: -0.55, -0.35, -0.33, -0.27, -0.63, 0.34

*2* wins, 0.0472 hartree ahead of the next structure.